85
Properties=species:S:1:pos:R:3 method="wB97M-V/def2-TZVPD" spin_multiplicity=1 charge=+1 gap_ev=4.83 e_tot_ha=-2288.54173
C -6.66712 -0.89765 0.45684
C -5.35385 -0.55529 -0.01785
N -4.32337 0.19285 0.80488
N -4.13591 1.44899 0.43427
C -3.16743 2.18871 1.14842
C -2.93860 3.72803 0.69122
C -2.63865 3.64520 -0.90514
O -1.34497 2.97262 -1.03069
C -2.32834 1.64507 2.38091
C -2.64746 0.14860 2.74918
C -3.73158 -0.57220 1.85607
C -4.02050 -2.09925 2.19486
C -3.00682 -3.01386 1.33357
O -2.82885 -2.79953 0.10150
H -6.90512 -1.73414 1.20242
H -7.56121 -0.28184 0.07825
H -5.00836 -0.79185 -1.09116
H -2.04905 4.19429 1.22724
H -3.93520 4.25872 0.86536
H -2.59395 4.67501 -1.39410
H -3.42284 3.03056 -1.46457
H -1.41082 2.26913 -1.71292
H -1.56263 2.26700 2.94868
H -2.12189 -0.39223 3.60966
H -5.07385 -2.46066 1.95123
H -3.83583 -2.32870 3.31205
H -2.46084 -3.89349 1.84156
O 1.04897 2.53383 4.55314
P 2.34437 2.65852 3.72130
N 2.43086 0.97073 3.50970
C 3.48753 0.02855 3.79722
C 1.59997 0.46224 2.42529
N 3.24951 3.27617 5.06426
C 3.79359 2.40701 6.10098
C 2.58157 4.39983 5.73969
N 3.81199 2.82112 2.71452
C 5.19183 2.70551 3.16336
C 3.70289 4.04607 1.90273
H 4.22408 -0.02903 2.98590
H 3.07534 -0.97903 3.93027
H 4.00158 0.22975 4.73188
H 2.09426 0.59887 1.45530
H 0.63975 0.98543 2.39254
H 1.36679 -0.59930 2.55275
H 3.03866 1.71384 6.49638
H 4.19150 2.98961 6.93872
H 4.65389 1.84255 5.74233
H 1.81306 4.05351 6.43919
H 2.10315 5.06496 5.01446
H 3.30399 5.00197 6.29796
H 5.50083 3.53257 3.80999
H 5.85826 2.70189 2.29295
H 5.39362 1.76757 3.67465
H 3.83909 4.94384 2.51893
H 2.71317 4.10407 1.43582
H 4.43759 4.05890 1.09253
O 0.15142 -0.54451 -4.37139
P -0.23829 -1.93756 -4.90675
N -0.95035 -2.39414 -3.42743
C -0.72052 -3.53408 -2.57033
C -2.31643 -1.91343 -3.25288
N 1.41762 -2.41219 -5.10692
C 2.22765 -2.89479 -3.99548
C 2.21822 -1.41340 -5.83236
N -0.72106 -3.50643 -5.61277
C 0.00843 -4.76223 -5.52197
C -1.09377 -3.30228 -7.02364
H -1.29081 -4.41510 -2.89238
H -1.02904 -3.30929 -1.54300
H 0.32764 -3.80210 -2.47845
H -3.02926 -2.55718 -3.78467
H -2.42388 -0.89636 -3.64115
H -2.60304 -1.87098 -2.19811
H 2.17350 -2.22670 -3.12484
H 3.27983 -2.99198 -4.28405
H 1.94308 -3.90396 -3.69836
H 2.54826 -0.60244 -5.17405
H 1.64420 -0.97072 -6.65169
H 3.10531 -1.87473 -6.27587
H 0.94393 -4.75413 -6.09008
H -0.61187 -5.57316 -5.92142
H 0.22420 -5.05345 -4.49695
H -0.20814 -3.11992 -7.64564
H -1.75702 -2.43541 -7.11851
H -1.63645 -4.16297 -7.42538